126
Properties=species:S:1:pos:R:3:forces:R:3:mulliken_charge:R:1 method="wB97M-V/def2-TZVPD" de_lowest_kj_mol=2188.0 fmax_ha_per_bohr=0.220 lumo_ev=-0.211 orbital_gap_ev=7.5 homo_energy_ev=-7.752
O 0.281070 -7.226982 0.584858 -1.537 0.822 3.198 -0.322
O -1.547680 2.821898 0.918318 -2.518 2.633 -0.992 -0.741
O -4.155950 -7.200412 2.305918 -0.109 -0.488 0.548 -0.360
O 0.828660 -2.343452 -1.140312 0.631 -0.702 0.000 -0.245
O -0.109050 1.837628 2.284978 -3.875 5.395 4.516 -0.945
O -1.146140 -1.293522 1.129548 -2.470 -0.440 0.682 -0.138
O 3.191020 2.942868 2.820528 1.093 0.205 1.018 -0.620
O -1.737140 1.713288 -1.307762 -0.169 0.870 2.749 -0.974
O 3.392750 3.608168 -1.971992 0.588 -0.017 -0.937 -0.653
O 3.174000 7.947808 1.462948 -0.591 0.026 -0.079 -0.310
O 0.154610 1.800538 -3.052122 0.243 -0.404 -1.469 -0.199
O 1.301190 0.344878 2.303348 8.018 -5.702 5.589 -0.811
O 3.551980 -0.181892 -0.656912 3.097 -1.806 -1.660 -0.790
O -5.260390 1.805068 -1.593442 0.642 0.504 0.252 -0.298
O 1.863120 1.069018 0.304278 -1.473 0.069 -3.763 0.267
N -2.795450 1.045888 -3.330912 -1.351 0.262 -2.511 -0.251
N 1.591250 -5.122432 -1.114502 1.049 -0.197 0.213 -0.309
N 2.087770 5.279758 1.531818 -1.543 0.881 -0.305 0.057
N -2.660260 -3.840352 1.839228 -0.276 -0.536 0.909 -0.307
C -4.084930 1.641928 -3.762032 0.561 -0.209 -0.140 -0.842
C 3.844510 -0.310772 0.710308 -1.000 -0.824 0.293 -0.647
C 0.675750 0.925878 -0.438482 -0.393 6.019 0.547 0.234
C 2.720620 2.371878 -1.719082 0.016 1.575 0.398 -0.990
C 2.262850 -6.262282 -0.470202 -0.753 -0.829 -1.114 -0.668
C 2.038400 -2.762732 -1.816472 0.042 -0.277 0.364 -0.270
C -3.061340 -2.730842 1.008668 0.416 1.476 0.804 -0.944
C 1.269680 4.204038 2.102588 0.283 0.143 -0.736 -1.122
C 0.712050 -6.975562 1.953108 -0.388 -0.975 -0.729 -0.652
C 2.116970 7.601308 0.613728 -0.385 -0.435 -0.735 -0.686
C -2.532900 -1.352912 1.572228 0.218 -2.235 -2.187 -0.361
C -0.593450 -0.060272 1.465668 -3.971 -2.552 0.045 0.001
C -6.094870 1.139478 -0.633082 0.904 0.560 -1.069 -0.649
C -5.202520 1.179078 -2.855262 -0.409 -1.284 0.100 -0.705
C 2.639290 -4.086612 -1.309192 -1.592 0.738 1.126 -0.840
C -1.780300 1.317358 -4.390052 -0.655 -0.313 0.465 -0.728
C -0.368610 0.936548 -4.047832 -0.304 -0.108 -0.695 -0.458
C 0.439390 -1.046012 -1.545142 0.352 -5.584 -3.173 -0.889
C -3.362790 -5.074702 1.496078 -0.992 0.824 0.775 -0.856
C 1.280420 -7.443672 -0.290582 1.735 -0.020 -2.136 -0.713
C 3.996680 8.984338 0.971378 0.824 -0.651 1.157 -0.790
C 2.014410 2.882808 2.045158 0.155 1.128 0.291 1.941
C -3.132620 -6.232052 2.498958 0.698 -0.496 -1.247 0.207
C 1.255730 6.481428 1.164468 1.322 -0.261 0.358 -0.502
C 4.001420 1.780188 2.665628 -0.479 1.988 -0.152 -0.470
C 0.707650 2.999748 -3.604962 -1.252 0.709 0.659 -1.407
C -4.123810 -8.315232 3.214318 -0.064 0.218 -0.773 -0.721
H 3.466480 -4.361452 -1.963682 -0.325 -0.342 -0.269 0.355
H -1.401920 2.611198 -0.003962 0.310 -0.848 -0.722 -0.257
H 1.793600 -8.390882 -0.124622 0.545 -0.125 0.609 0.452
H -0.342740 -0.717702 -0.860592 -2.004 -3.579 -1.787 -0.052
H 4.623990 8.614498 0.160328 -0.236 0.260 -0.478 0.315
H 1.470120 8.449598 0.389838 -0.145 0.420 0.232 0.420
H 4.997370 1.930008 3.082458 -0.181 0.165 0.292 0.397
H 0.737450 1.359968 -1.436412 0.528 -0.441 0.816 1.302
H 1.349580 -7.776512 2.327438 0.590 -0.101 -0.387 0.357
H -4.925230 -9.001742 2.941378 -0.141 0.268 -0.188 0.265
H 0.288550 1.019818 -4.913452 -0.145 -0.095 -0.288 0.520
H 1.288730 -0.362912 -1.537882 0.117 -1.457 -1.163 0.597
H -2.044110 0.683578 -5.236702 -0.222 0.121 -0.225 0.583
H -3.161590 -5.198842 0.432028 0.113 -1.434 -0.078 0.391
H -2.737170 -2.791832 -0.030222 0.375 -0.075 -0.264 0.302
H 1.083070 3.498968 -2.711692 0.067 0.522 -0.724 0.545
H -4.434010 -4.880002 1.548158 -0.181 0.194 0.043 0.329
H 1.474150 2.853878 -4.366072 0.144 -0.359 0.234 0.309
H 2.779650 -1.985772 -1.629382 0.144 0.069 -0.462 0.386
H -1.772250 2.354108 -4.726482 -0.255 0.332 -0.147 0.298
H 1.370030 2.063208 2.363188 3.075 2.915 0.135 0.598
H 3.029020 -6.553612 -1.188672 0.302 -0.373 0.320 0.467
H -3.130950 -0.606932 1.048838 0.199 0.539 -0.026 0.288
H -7.097750 1.073908 -1.055032 -0.281 0.018 0.380 0.353
H -4.982910 0.121098 -2.711942 0.025 -0.378 0.176 0.323
H 2.855010 5.484438 2.155958 -0.013 0.431 -0.001 0.287
H -0.010020 -1.097862 -2.536832 0.092 -0.164 -0.159 0.454
H 1.607380 0.772058 1.180648 1.464 -0.516 0.317 -0.133
H -0.090820 1.482848 0.100258 0.609 0.828 -0.982 0.487
H 2.430750 7.256598 -0.371572 0.804 -0.012 -0.192 0.277
H 0.576780 6.231998 0.349038 0.026 -0.430 -0.124 0.267
H -0.378240 -0.112702 -3.752732 0.269 0.441 0.269 -0.036
H 3.319730 1.587498 -1.256572 0.500 1.017 -0.727 0.407
H 0.399350 4.130498 1.450498 0.059 -0.217 -0.209 0.273
H -4.146520 -2.666522 0.929028 -0.196 -0.227 0.452 0.565
H 0.260630 -0.074342 -0.562312 2.229 5.203 2.523 -0.692
H -0.097920 3.578908 -4.056342 -0.044 0.191 -0.067 0.291
H -2.274390 3.444848 0.910228 -0.212 0.245 0.515 0.502
H 0.145430 0.123898 0.685778 -1.197 -1.604 3.359 -0.724
H -0.736160 2.268358 1.704088 -0.694 1.095 -0.453 0.131
H 3.522100 0.880078 3.050548 0.136 0.009 0.180 0.085
H -6.202530 1.177698 -3.288922 -0.110 0.464 -0.484 0.527
H 1.832750 -2.917612 -2.875632 -0.143 0.308 -0.262 0.261
H -1.072430 1.580908 -1.983662 1.177 0.416 -0.412 0.175
H -4.284950 -8.049042 4.258958 0.146 0.391 0.081 0.300
H -2.636120 1.433018 -2.411752 -0.234 -0.987 -1.204 0.567
H -3.210240 -8.902052 3.118778 0.350 0.187 0.031 0.275
H 2.733520 0.313688 -0.735052 0.264 -0.360 1.048 0.152
H -2.120990 2.565938 -1.512412 -0.199 0.498 -0.332 0.525
H -3.043050 -5.988342 3.557578 -0.399 0.815 0.014 0.445
H -0.586040 1.717208 3.106088 -0.510 0.327 0.462 0.300
H 3.426800 4.195398 -1.213312 -0.200 -0.394 0.395 0.394
H -2.156980 -6.646072 2.244278 0.187 -0.508 -0.046 -0.263
H 2.715390 -5.971202 0.477718 0.338 -0.075 0.142 0.368
H -5.712640 0.137728 -0.436842 -0.005 -0.135 0.112 0.216
H 0.794600 -7.633962 -1.247592 -0.053 0.344 -0.233 0.297
H 4.696530 -0.919632 1.012708 0.226 -0.424 -1.018 0.451
H 2.251640 2.069758 -2.655502 0.974 -0.432 0.416 0.708
H 4.010390 0.639558 1.217708 -0.389 -2.576 -1.728 -0.165
H -0.145710 -7.097442 2.614558 -0.227 0.665 -0.331 0.224
H 3.498140 9.934138 0.777958 -0.315 -0.149 -0.346 0.303
H 1.512450 0.107448 3.206248 0.915 -0.333 0.141 0.587
H -0.242520 -0.019022 2.496808 -2.963 -2.671 -0.737 0.720
H -2.712300 -1.263232 2.643618 0.492 -0.082 0.182 0.251
H -1.253740 0.801568 1.368988 -1.540 -1.903 -0.853 1.037
H 1.039910 -4.771292 -0.344552 -0.748 0.573 -0.314 0.189
H -4.033090 2.727258 -3.848492 -0.005 0.490 0.341 0.363
H 1.910120 2.594298 -1.025022 0.313 0.197 -0.326 0.482
H -6.009470 1.770388 0.251658 -0.437 -0.260 0.033 0.204
H 0.551170 0.934698 2.379528 0.386 0.226 -0.015 -1.610
H 0.601860 6.935758 1.908868 0.063 -0.428 0.881 0.318
H 2.188540 2.672238 0.989958 0.730 0.834 0.444 -0.888
H 2.937320 -0.776492 1.095288 0.384 -0.194 0.930 0.242
H 4.103090 1.652608 1.587908 0.469 1.807 1.101 0.156
H 1.225330 -6.019382 2.054858 -0.228 0.053 0.110 0.223
H 3.072450 -3.959112 -0.317112 0.472 0.553 0.153 0.411
H 0.813480 4.438728 3.064308 0.313 0.114 0.630 0.409
H -1.675990 -4.051382 1.756848 0.268 0.515 -0.130 0.270
H 4.674620 9.143488 1.809928 0.163 0.323 -0.086 0.255
H -4.238660 1.345418 -4.799602 -0.510 -0.395 0.026 0.516